{"formula": "C8H12N3O", "method": "ωB97M-V with the def2-TZVPD basis set", "energy_ha": -551.14476, "charge": 1, "e_above_lowest_kj_mol": 440.67, "multiplicity": 1, "largest_force_ev_per_a": 5.517, "elements": ["C", "C", "C", "C", "C", "C", "C", "C", "N", "N", "N", "O", "H", "H", "H", "H", "H", "H", "H", "H", "H", "H", "H", "H"], "coordinates": [[0.442, 2.928, 0.691], [-0.420, 1.171, -0.787], [0.370, 2.012, 1.720], [0.107, 2.508, -0.620], [-0.482, 0.456, 0.343], [0.376, -2.750, -0.657], [-0.991, -2.061, -0.810], [0.539, -2.851, 0.845], [-0.171, 0.838, 1.563], [-1.216, -1.472, 0.476], [0.282, 3.314, -1.654], [-0.456, -1.982, 1.426], [0.930, 3.838, 0.767], [-0.775, 0.787, -1.703], [0.316, 2.550, 2.672], [0.350, -3.629, -1.148], [1.205, -2.212, -1.098], [-1.041, -1.373, -1.739], [-1.680, -2.958, -0.898], [0.200, -3.903, 1.182], [1.664, -2.638, 1.356], [-0.147, 0.038, 2.179], [0.794, 4.159, -1.582], [-0.196, 3.230, -2.522]], "atomic_forces_ev_per_a": [[0.2, -2.9, -1.0], [0.5, 2.0, 1.3], [-0.6, 4.8, 1.1], [-0.5, -1.2, -0.2], [-1.8, -4.4, -1.3], [0.9, 3.3, 1.0], [0.9, -1.5, -1.3], [2.3, -2.5, 1.9], [-0.1, -2.2, -0.8], [-1.2, 5.4, -0.2], [0.0, 0.3, -0.4], [0.6, -0.5, 0.1], [0.4, 1.7, 0.8], [-0.2, -0.3, -1.0], [0.9, -1.1, 0.4], [0.0, -3.2, -1.2], [0.1, 0.5, -0.1], [-0.3, -1.1, 1.9], [0.0, 1.5, -0.1], [0.9, 1.6, -0.3], [-3.2, -0.4, -1.6], [-0.1, 0.1, 1.1], [0.3, 0.7, 0.4], [-0.2, -0.6, -0.4]], "lowdin_charge": [0.033, 0.041, -0.048, -0.257, -0.035, -0.160, -0.171, -0.142, 0.104, 0.009, 0.184, -0.147, 0.106, 0.100, 0.157, 0.074, 0.113, 0.146, 0.152, 0.146, 0.188, 0.165, 0.118, 0.125]}


{"formula": "C3H5Br", "method": "ωB97M-V with the def2-TZVPD basis set", "energy_ha": -2691.00059, "e_above_lowest_kj_mol": 749.88, "multiplicity": 1, "largest_force_ev_per_a": 4.400, "elements": ["C", "C", "C", "Br", "H", "H", "H", "H", "H"], "coordinates": [[-0.440, 0.253, -0.076], [2.326, -0.963, -1.093], [-1.602, 0.550, 0.621], [2.870, 0.077, 0.304], [-0.080, 0.864, -0.951], [2.555, -2.028, -0.931], [-1.627, -0.285, -0.139], [-2.290, 1.508, 0.650], [-1.712, 0.023, 1.613]], "atomic_forces_ev_per_a": [[1.5, 0.4, -0.2], [-0.5, 0.3, -1.1], [-0.2, 3.2, 3.0], [0.4, -0.3, 0.3], [-1.2, -0.2, 0.6], [0.3, 0.1, 0.8], [-1.2, -1.9, -1.5], [1.2, -1.6, -0.7], [-0.2, 0.0, -1.3]], "lowdin_charge": [-0.095, -0.490, -0.199, 0.578, 0.038, -0.092, 0.062, 0.110, 0.089]}


{"formula": "C3H12F9O15S3Zn", "method": "ωB97M-V with the def2-TZVPD basis set", "energy_ha": -5122.92446, "charge": -1, "e_above_lowest_kj_mol": 138.02, "multiplicity": 1, "largest_force_ev_per_a": 3.961, "elements": ["Zn", "C", "F", "F", "F", "S", "O", "O", "O", "C", "F", "F", "F", "S", "O", "O", "O", "C", "F", "F", "F", "S", "O", "O", "O", "O", "H", "H", "O", "H", "H", "O", "H", "H", "O", "H", "H", "O", "H", "H", "O", "H", "H"], "coordinates": [[1.824, 0.264, 1.444], [-1.155, -0.083, 4.760], [-0.213, -0.427, 5.595], [-2.381, -0.296, 5.289], [-0.963, 1.204, 4.557], [-1.019, -0.917, 3.004], [0.286, -0.525, 2.327], [-1.014, -2.346, 3.244], [-2.217, -0.470, 2.247], [-1.143, -0.189, -1.723], [-0.884, 1.159, -1.746], [-2.036, -0.542, -0.754], [-1.613, -0.518, -2.915], [0.503, -1.253, -1.391], [0.019, -2.536, -0.904], [1.205, -1.210, -2.666], [1.128, -0.532, -0.260], [0.474, 4.228, 2.222], [1.000, 3.685, 3.345], [-0.413, 5.246, 2.506], [1.440, 4.784, 1.536], [-0.308, 2.924, 0.969], [0.760, 1.878, 0.957], [-1.533, 2.493, 1.606], [-0.545, 3.601, -0.283], [-3.492, 2.120, -0.378], [-2.875, 1.757, 0.258], [-3.199, 1.774, -1.221], [-1.863, -3.435, 0.858], [-2.785, -3.435, 0.601], [-1.409, -3.016, 0.126], [3.290, 1.033, 0.226], [4.095, 0.538, 0.073], [3.408, 1.844, -0.269], [0.500, -4.779, -2.793], [0.176, -3.990, -2.359], [0.854, -4.468, -3.626], [0.243, -0.143, -5.330], [0.836, -0.715, -4.843], [-0.603, -0.248, -4.894], [4.264, -1.505, -3.110], [3.685, -0.842, -2.734], [3.675, -2.114, -3.553]], "atomic_forces_ev_per_a": [[-2.6, 0.4, -0.9], [-0.5, 0.2, -2.1], [0.6, -1.3, 0.9], [1.1, 0.0, -0.4], [-0.5, 1.3, -0.1], [-2.7, -2.0, -2.1], [-0.2, 0.5, 1.6], [0.6, 1.3, 1.0], [2.8, 0.1, 1.9], [1.5, -0.3, 1.4], [-0.5, -1.9, 0.4], [1.0, 1.0, -1.4], [-0.4, -0.1, -0.1], [-1.5, 0.7, 1.0], [0.4, 0.5, -1.4], [-0.1, -0.1, 1.0], [0.4, -0.3, -1.5], [-1.8, -0.4, -1.1], [-0.8, 0.5, -0.6], [0.9, -1.6, 0.3], [1.4, 0.6, -0.3], [-1.7, 0.1, 1.2], [0.2, 1.4, -0.1], [1.1, 0.0, 0.3], [1.4, -0.1, 0.7], [-0.6, 0.1, -0.4], [0.3, 0.0, 0.5], [0.0, 0.0, -0.1], [-0.4, -0.5, 0.1], [-0.2, 0.1, 0.1], [0.3, 0.1, -0.2], [0.8, -0.5, 0.6], [0.3, -0.4, -0.1], [-0.6, 0.6, 0.0], [0.1, -0.5, -0.3], [-0.1, 0.4, 0.5], [0.1, 0.1, -0.2], [0.0, 0.2, -0.5], [0.1, -0.1, 0.4], [-0.1, 0.0, 0.2], [0.6, 0.1, 0.1], [-0.4, 0.0, 0.0], [-0.3, -0.1, 0.0]], "lowdin_charge": [0.892, -0.659, 0.155, 0.130, 0.129, 0.613, -0.397, -0.307, -0.298, -0.535, 0.109, 0.122, 0.134, 0.621, -0.301, -0.306, -0.372, -0.592, 0.111, 0.093, 0.120, 0.567, -0.394, -0.292, -0.273, -0.057, -0.019, 0.007, -0.059, 0.033, -0.033, 0.004, 0.089, 0.104, -0.056, -0.019, 0.019, -0.056, -0.002, 0.008, -0.060, 0.002, 0.025]}